DFT (wB97M-V/def2-TZVPD) results for C8H18BrOPS in the gas phase.

HOMO-LUMO gap = 8.78 eV
relative energy (zero: lowest compared OMol25 entry of this formula, charge and spin) = 0.0 kcal/mol
energy = -3704.396143 Eh
E_HOMO = -0.339 Ha

ORCA input file:
```
! RIJCOSX wB97M-V def2-TZVPD def2/J DEFGRID3
* xyz 0 1
C 0.94523 1.62431 4.24119
C -2.61047 0.28619 -4.23556
C 1.38347 0.35190 3.51007
C -2.24436 -0.27805 -2.85974
C 0.67681 0.34905 2.13777
C -0.77693 -0.06445 -2.48953
C 1.20078 -0.84350 1.32850
C -0.48317 -0.50885 -1.00879
O 1.87033 0.84646 -0.64195
P 1.19854 -0.40560 -0.45196
S 2.06811 -2.22767 -1.23160
Br 3.83007 -2.70943 -0.07038
H 0.20671 2.09496 3.55328
H 0.34144 1.38058 5.07037
H 1.81942 2.21445 4.61798
H -2.52044 1.39256 -4.40971
H -1.88927 -0.17803 -5.00955
H -3.52877 0.05454 -4.69554
H 0.89430 -0.43096 4.12716
H 2.47266 0.35389 3.26867
H -2.39816 -1.31204 -2.90010
H -3.07801 0.13486 -2.22422
H 0.87224 1.27294 1.56855
H -0.34445 0.35896 2.52146
H -0.57592 1.05897 -2.42023
H -0.04695 -0.39277 -3.27177
H 0.50211 -1.75789 1.56904
H 2.15138 -1.07805 1.60644
H -0.86785 -1.60530 -0.88431
H -1.06886 0.01797 -0.31555
*
```

DFT (wB97M-V/def2-TZVPD) results for C8H18ClCoIO2P as an isolated structure.

HOMO-LUMO gap (alpha / beta) = 7.37 / 5.01 eV
relative energy (zero: lowest compared OMol25 entry of this formula, charge and spin) = 4.2 kcal/mol
energy = -2947.345035 Eh
E_HOMO (alpha / beta) = -0.614 / -0.608 Ha

ORCA input file:
```
! RIJCOSX wB97M-V def2-TZVPD def2/J DEFGRID3
* xyz 2 5
C -2.39036 -1.35449 -1.43431
I -3.14526 0.92044 1.04565
H -1.86158 -1.77940 -2.29642
H -3.10147 -0.58915 -1.77843
H -2.94566 -2.12069 -0.87592
Co -1.40327 -0.19675 -0.24000
P -0.35702 -1.86883 0.73705
C -0.85547 -1.99641 2.48115
C -0.64764 -3.46796 -0.06923
H 1.86753 -1.61119 -0.18021
H 1.86761 -2.62825 1.30930
H 1.72959 -0.84308 1.42956
C 1.46270 -1.72542 0.83256
H -0.13593 -3.46427 -1.04107
H -0.24905 -4.26054 0.57582
H -0.44509 -2.92663 2.89327
H -1.94939 -1.99572 2.53749
H -1.72303 -3.60817 -0.22430
H -0.46344 -1.12680 3.02704
C -0.57454 1.02141 0.93956
O 0.10624 1.30809 1.84578
Cl 0.09867 -0.16298 -1.83265
C 2.18497 2.39056 -1.25884
C 0.97888 3.15193 -0.80145
C 1.12030 4.65234 -0.79835
O -0.06945 2.61883 -0.40134
H 2.78376 2.98690 -1.95295
H 1.88565 1.45904 -1.74795
H 2.79859 2.13478 -0.38457
H 0.23168 5.10933 -1.24189
H 1.18791 4.99386 0.24111
H 2.01355 4.97922 -1.33548
*
```

DFT (wB97M-V/def2-TZVPD) results for a 2-piece molecular cluster, C8H18ClO3 overall.

HOMO-LUMO gap = 4.44 eV
relative energy (zero: lowest compared OMol25 entry of this formula, charge and spin) = 3.2 kcal/mol
energy = -1001.423674 Eh
E_HOMO = -0.060 Ha

ORCA input file:
```
! RIJCOSX wB97M-V def2-TZVPD def2/J DEFGRID3
* xyz -1 1
C 2.64525 3.55635 -3.06897
C 1.19177 3.24222 -2.58300
Cl 0.25976 4.81423 -3.01029
H 2.65652 3.76629 -4.15964
H 2.95309 4.45362 -2.51899
H 3.33143 2.72800 -2.84092
H 0.73746 2.44531 -3.20743
C -0.94426 -4.24825 0.46488
O -1.18857 -2.89273 0.75572
C -1.24345 -2.65215 2.15268
C -1.06019 -1.17431 2.44893
O 0.29749 -0.76119 2.44161
C 0.90115 -0.62147 1.15328
C 0.46654 0.62915 0.41514
O -0.79905 0.42452 -0.19232
C -1.40581 1.65694 -0.54301
H -1.73133 -4.88652 0.88375
H -0.93663 -4.36100 -0.61808
H 0.03293 -4.55589 0.85445
H -0.46277 -3.22514 2.66691
H -2.22960 -2.97679 2.51296
H -1.40428 -0.99829 3.47157
H -1.66628 -0.55301 1.78733
H 0.74965 -1.51676 0.54849
H 1.97233 -0.53794 1.34965
H 1.18997 0.86374 -0.37356
H 0.41848 1.46992 1.11616
H -1.59204 2.25979 0.35476
H -2.36380 1.43880 -1.01703
H -0.77578 2.21261 -1.24502
*
```

DFT (wB97M-V/def2-TZVPD) results for C8H18CuO12 as an isolated structure.

HOMO-LUMO gap = 2.56 eV
relative energy (zero: lowest compared OMol25 entry of this formula, charge and spin) = 62.4 kcal/mol
energy = -2858.695357 Eh
E_HOMO = 0.143 Ha

ORCA input file:
```
! RIJCOSX wB97M-V def2-TZVPD def2/J DEFGRID3
* xyz -3 1
Cu 0.33631 -0.80588 0.32963
C -0.38509 -3.73734 -0.92120
O -0.06349 -3.06850 0.02765
O -1.12529 -4.75559 -0.72872
O 0.09167 -3.41672 -2.01913
C 2.66865 -1.04139 1.78307
O 3.30218 -2.06600 1.44058
O 2.57092 -0.00163 1.07146
O 1.73736 -1.29541 2.55323
C -2.20841 0.81012 -0.62051
C -2.42008 -0.63530 -1.05999
O -3.55620 -0.65628 -1.84972
O -1.02080 1.01524 0.09526
H -3.09565 1.21444 -0.13323
H -2.10471 1.40331 -1.52906
H -2.57860 -1.29813 -0.20932
H -1.57265 -0.91760 -1.68470
H -3.71034 -1.55805 -2.14066
H -1.13969 1.74522 0.70730
C -0.33488 1.13168 3.87347
C -1.31063 2.30218 3.53932
O -1.18225 2.83065 2.25171
O -0.46806 -0.04571 3.00724
H -0.31734 0.87062 4.93160
H 0.65374 1.46048 3.55313
H -1.25038 3.06505 4.31553
H -2.33944 1.97607 3.69191
H -0.24352 2.96248 2.09999
H 0.33077 -0.57703 2.97286
C 2.46918 1.13538 -2.83676
C 1.35262 0.05687 -3.05104
O 1.33823 -0.84355 -1.93311
O 3.78093 0.50771 -2.79851
H 2.19412 1.64681 -1.91432
H 2.47312 1.80817 -3.69434
H 1.52460 -0.49640 -3.97431
H 0.35659 0.47110 -3.20739
H 1.09407 -1.71436 -2.25511
H 4.15247 0.51732 -3.68365
*
```

DFT (wB97M-V/def2-TZVPD) results for C8H18F8O7Zr as an isolated structure.

HOMO-LUMO gap = 9.48 eV
energy = -1688.551490 Eh
E_HOMO = -0.348 Ha

ORCA input file:
```
! RIJCOSX wB97M-V def2-TZVPD def2/J DEFGRID3
* xyz 0 1
Zr 7.19282 8.24207 31.39798
C 6.51280 11.57671 31.49038
O 7.14609 11.81498 30.21919
O 6.62155 10.29502 31.76622
C 7.15485 12.45603 32.53832
F 8.49193 12.18899 32.61331
F 7.04846 13.75746 32.26757
F 6.62866 12.21494 33.75063
C 6.59913 12.86651 29.41085
C 7.35702 12.84777 28.09986
H 8.13044 13.60762 28.00767
H 7.84744 11.87942 28.00136
H 6.67064 12.95836 27.25996
H 6.71220 13.79595 29.96939
H 5.52923 12.67252 29.29089
H 5.44140 11.80356 31.34991
C 5.68329 8.27922 28.35048
O 4.50532 9.07719 28.13751
O 6.07918 8.42326 29.57169
C 5.36626 6.86559 27.86305
F 5.54001 6.76267 26.54453
F 6.19744 5.94820 28.42256
F 4.12481 6.46441 28.15229
C 4.28613 9.57477 26.83603
C 3.04828 10.44593 26.85768
H 2.86136 10.80518 25.83769
H 2.16580 9.88051 27.15020
H 3.13927 11.35918 27.44715
H 4.10845 8.76595 26.11550
H 5.17346 10.13339 26.49926
H 6.39727 8.70510 27.60614
F 6.47203 6.36633 31.70215
F 8.96720 7.96362 32.39822
O 6.62500 8.34277 33.59439
H 6.54735 9.21087 34.01393
H 6.74697 7.69076 34.29337
O 8.45164 6.87064 29.94018
H 8.23731 5.95031 29.74403
H 9.35034 7.02006 29.63320
O 8.58564 9.62458 30.07752
H 9.40643 9.59988 29.58030
H 8.25404 10.55367 30.05111
*
```

DFT (wB97M-V/def2-TZVPD) results for C8H18IrN5OS2 as an isolated structure.

HOMO-LUMO gap (alpha / beta) = 7.92 / 6.66 eV
energy = -1565.053590 Eh
E_HOMO (alpha / beta) = -0.405 / -0.402 Ha

ORCA input file:
```
! RIJCOSX wB97M-V def2-TZVPD def2/J DEFGRID3
* xyz 1 2
Ir -1.75341 0.09333 -0.14275
C -2.99201 -1.63637 -0.14275
H -4.03881 -1.34167 -0.36175
H -2.94571 -2.12437 0.85245
H -2.63731 -2.34517 -0.91905
N -3.64341 2.73283 -0.14275
C -2.96231 1.78163 -0.14275
H -4.23201 3.55473 -0.14275
O 0.04519 0.09333 -0.14275
C 1.92439 -1.48017 2.36835
N 0.51479 -1.16617 2.32595
C -0.08691 0.05583 2.33415
S -1.75341 0.09333 2.27575
N 0.74849 1.13163 2.38985
C 0.38389 2.53573 2.41135
H 2.04109 -2.56607 2.34595
H 2.35659 -1.07867 3.28855
H 2.42009 -1.03487 1.50185
H -0.13651 -1.94277 2.28395
H 1.73769 0.94313 2.42125
H -0.69351 2.69923 2.37485
H 0.85539 3.01733 1.55065
H 0.78849 2.97283 3.32795
S -1.75341 0.09333 -2.56135
C -0.13361 -0.18857 -2.61575
N 0.46569 -1.42757 -2.63895
C 1.90129 -1.31817 -2.68515
C 2.16309 0.18733 -2.69195
N 0.84879 0.77513 -2.64575
H -0.06791 -2.28797 -2.62255
H 2.26889 -1.80807 -3.59115
H 2.32629 -1.80977 -1.80565
H 2.67069 0.51653 -3.60285
H 2.73259 0.51403 -1.81745
H 0.63699 1.76523 -2.63705
*
```